DFT (the ωB97M-V functional and the def2-TZVPD basis) results for 3 unconnected molecules or ions with the total composition C7H17N at a distorted geometry.

```
! RIJCOSX wB97M-V def2-TZVPD def2/J DEFGRID3
* xyz 0 1
C 0.61434 0.46610 0.07905
C -1.87860 0.16218 0.76971
C 2.67126 -0.44524 0.30189
C 0.04393 -1.90217 0.08462
C 0.78470 1.73331 0.88976
C 0.48063 0.70516 -1.40473
C -2.72803 -0.16505 -0.41819
N 0.16298 -0.60899 0.72321
H -2.04227 -0.45739 1.64576
H -1.85508 1.20936 1.05023
H -0.96912 -2.30594 0.13675
H 2.74488 -1.16875 -0.50277
H 2.76452 -0.84714 1.30393
H 3.25468 0.45035 0.11430
H 0.33464 -1.97736 -0.96665
H 0.64722 -2.62292 0.64091
H -0.00156 2.45776 0.66221
H 1.72808 2.21927 0.62672
H 0.77144 1.51089 1.95611
H -0.12101 -0.02346 -1.94351
H 0.04129 1.67860 -1.63823
H 1.45529 0.71164 -1.89813
H -2.51358 0.48254 -1.27126
H -3.80119 -0.06363 -0.19200
H -2.58946 -1.19913 -0.74970
*
```

Its electronic energy is -9019.5695 eV.

=====

DFT (the ωB97M-V functional and the def2-TZVPD basis) results for a gas-phase ion, C7H17N2 (charge +1) at a distorted geometry.

```
! RIJCOSX wB97M-V def2-TZVPD def2/J DEFGRID3
* xyz 1 1
C 2.36605 0.14051 0.08636
C 0.97489 0.64384 0.37510
C 0.69426 1.98844 -0.33297
C -0.01707 -0.61024 0.04858
C 0.20601 -1.13070 -1.32559
C -0.06585 -1.80702 1.10853
C -1.65932 0.23184 0.12269
N -2.32808 0.34303 -0.94587
N -2.11792 0.45682 1.27240
H 2.81380 0.33022 -0.91795
H 2.33662 -0.99048 0.19904
H 3.00710 0.75611 0.78696
H 0.89742 0.88545 1.35950
H 0.02750 1.77169 -1.21054
H 0.33349 2.54525 0.57115
H 1.67302 2.49295 -0.57921
H 1.21928 -1.39300 -1.69260
H -0.30849 -2.12516 -1.44502
H -0.11310 -0.35627 -1.97491
H 0.11249 -1.41624 2.06521
H -1.02884 -2.31840 0.94229
H 0.69437 -2.66322 0.85510
H -1.78708 0.20851 -1.78470
H -3.16072 0.80554 -1.17435
H -1.78521 0.26308 2.18244
H -2.98462 0.94746 1.40833
*
```

As for the structure (SMILES): CC(C)C(C)(C)C(N)=[NH2+]. Its electronic energy is -10506.8764 eV.

=====

DFT (the ωB97M-V functional and the def2-TZVPD basis) results for C7H17N2OP in the gas phase at a distorted geometry.

```
! RIJCOSX wB97M-V def2-TZVPD def2/J DEFGRID3
* xyz 0 1
C -1.99524 -0.93169 1.59621
C -1.73288 -1.72684 0.32899
C -1.00228 -0.81357 -0.71118
N 0.11162 -0.07944 -0.17339
C 1.36974 -0.77970 -0.15323
C 2.24150 -0.07806 0.81455
C 2.35639 1.41573 0.51279
O 1.10368 2.12159 0.53791
P -0.20688 1.56434 -0.27292
C 0.25792 1.96113 -2.00966
N -1.54220 2.26743 0.09541
H -1.10001 -0.86143 2.11379
H -2.19544 0.09239 1.34827
H -2.80700 -1.46495 2.14915
H -2.62862 -2.04795 -0.17807
H -1.03265 -2.62738 0.49254
H -0.62649 -1.28047 -1.70262
H -1.83775 -0.19820 -1.12044
H 1.90963 -0.66662 -1.14193
H 1.09991 -1.88336 0.23893
H 1.66211 -0.22470 1.66462
H 3.25433 -0.60615 0.97402
H 3.01935 1.80878 1.37757
H 2.66148 1.56645 -0.50716
H 1.29161 1.95031 -2.31178
H -0.02518 1.10597 -2.66583
H -0.34219 2.82392 -2.31785
H -1.98297 1.90172 0.92109
*
```

As for the structure (SMILES): CCCN1CCCO[P@]1(C)=N. Its electronic energy is -21850.4927 eV.

=====

DFT (the ωB97M-V functional and the def2-TZVPD basis) results for 2 unconnected molecules or ions with the total composition C7H17N2S at a distorted geometry.

```
! RIJCOSX wB97M-V def2-TZVPD def2/J DEFGRID3
* xyz 1 3
C 0.36522 -1.34885 2.08105
C -2.51006 0.69172 0.59356
C 1.83049 -0.88557 -1.01973
C 1.03775 0.76941 3.09731
C -1.09441 -1.11479 -1.71141
C -1.43223 0.96659 -0.44799
C 0.81403 0.29123 -1.27790
N 0.72062 -0.24721 2.23326
N -0.53218 -0.13074 -0.74102
S 0.06922 -2.65603 1.21765
H -2.35827 -0.25348 1.16539
H -2.62249 1.48480 1.30154
H -3.45776 0.54066 0.20357
H 1.42281 -1.55734 -0.24615
H 1.98228 -1.31073 -2.01845
H 2.78514 -0.43502 -0.62425
H 0.24010 1.22329 3.61511
H 1.78723 0.49631 3.98482
H 1.46210 1.58981 2.54235
H -1.81746 -1.61285 -1.10252
H -1.63592 -0.44418 -2.44916
H -0.37341 -1.71005 -2.13286
H -0.82098 1.84571 -0.09516
H -1.95174 1.18622 -1.35875
H 0.83873 0.43259 -2.34488
H 1.14500 1.13989 -0.71545
H -0.46247 -0.64862 0.23299
*
```

Its electronic energy is -21338.1758 eV. The expectation value of S² is 2.01.

=====

DFT (the ωB97M-V functional and the def2-TZVPD basis) results for a gas-phase ion, C7H17N5O (charge +2) at a distorted geometry.

```
! RIJCOSX wB97M-V def2-TZVPD def2/J DEFGRID3
* xyz 2 1
N -3.14789 -1.00310 -1.17595
C -2.84513 -0.29262 -0.13293
O -3.85145 0.23853 0.55498
N -1.60581 -0.18752 0.41627
N -1.56819 0.79771 1.43682
C -1.20646 2.13558 0.84421
C -0.05754 2.04143 -0.30773
N 0.59553 0.75964 -0.06936
C 1.91728 0.52206 -0.62480
C 2.58632 -0.60375 0.14836
N 1.76572 -1.88946 0.08669
C 0.36451 -1.64205 0.55212
C -0.26663 -0.48131 -0.21189
H -2.57183 -1.60425 -1.76585
H -4.09895 -1.24391 -1.34663
H -3.45226 0.82653 1.35002
H -0.88304 0.61890 2.14014
H -0.86138 2.68083 1.77341
H -1.84691 2.86354 0.35282
H -0.52007 2.29915 -1.26656
H 0.37269 3.07486 -0.17035
H 2.40632 1.54318 -0.72235
H 1.77618 0.21432 -1.70170
H 3.60825 -0.96823 -0.17203
H 2.67749 -0.32964 1.26838
H 1.72516 -2.33692 -0.77373
H 2.37193 -2.42709 0.61268
H 0.45505 -1.38581 1.59694
H -0.30148 -2.54374 0.43707
H -0.17671 -0.94702 -1.26045
*
```

As for the structure (SMILES): [NH2+]=C(O)N1NCCN2CC[NH2+]C[C@H]21. Its electronic energy is -17014.0916 eV.

=====

DFT (the ωB97M-V functional and the def2-TZVPD basis) results for a molecular structure, C7H17N6O2Zr at a distorted geometry.

```
! RIJCOSX wB97M-V def2-TZVPD def2/J DEFGRID3
* xyz 3 1
Zr -0.15027 -0.12524 -0.90663
N -1.61984 -1.79101 -0.54214
C -2.17425 -1.64945 0.84544
C -1.06040 -1.21247 1.79010
N -0.35397 0.03127 1.31114
C -1.02749 1.31712 1.71666
C -2.04025 1.78211 0.67723
N -1.38380 1.78599 -0.67290
H -2.39701 -1.91869 -1.19592
H -1.12120 -2.68341 -0.59783
H -2.58378 -2.59093 1.21159
H -2.99302 -0.93478 0.82144
H -0.31940 -2.01205 1.87151
H -1.47990 -1.05781 2.78507
H 0.53706 0.03124 1.80670
H -0.25813 2.08297 1.83417
H -1.51988 1.20683 2.68370
H -2.40237 2.77133 0.95780
H -2.91127 1.13245 0.63579
H -0.81573 2.63494 -0.75126
H -2.10108 1.93035 -1.38823
O 0.25819 -1.49758 -2.39822
N -0.07338 -0.70015 -3.32744
O -0.51521 0.39369 -2.83824
N 4.05499 0.75309 -0.48120
C 4.08572 -0.53667 -0.94785
C 2.79386 -0.92259 -1.07130
N 1.96736 0.14199 -0.67165
C 2.79991 1.14083 -0.31882
H 4.87674 1.31868 -0.29142
H 4.99833 -1.06989 -1.16172
H 2.42028 -1.86844 -1.42349
H 2.50921 2.11629 0.03791
*
```

Its electronic energy is -21822.9970 eV.

=====

DFT (the ωB97M-V functional and the def2-TZVPD basis) results for C7H17NO2S in the gas phase at a distorted geometry.

```
! RIJCOSX wB97M-V def2-TZVPD def2/J DEFGRID3
* xyz 0 1
C -2.62614 0.85789 -0.70790
N -1.31377 0.31988 -0.71088
C -0.93894 -0.78044 0.08285
C -1.04743 -0.40846 1.54852
C -1.48261 -2.13984 -0.39696
S 1.02401 -0.81279 -0.20638
O 1.65723 -1.87758 0.63036
O 1.11628 -0.99373 -1.61390
C 1.70034 0.82118 0.34608
C 1.46159 1.81243 -0.72186
C 3.03395 0.40405 0.72531
H -3.34946 0.00935 -0.94730
H -2.92762 1.25184 0.30784
H -2.70046 1.75773 -1.39836
H -0.91071 0.23558 -1.63165
H -1.91824 -0.72602 2.07337
H -1.17608 0.62495 1.48343
H -0.21847 -0.81378 2.19187
H -0.88630 -2.23042 -1.29208
H -2.56014 -2.10467 -0.56581
H -1.18202 -2.97421 0.12697
H 1.05571 0.96005 1.15039
H 0.43718 1.60677 -1.01160
H 1.54827 2.81270 -0.36303
H 2.19130 1.61703 -1.57813
H 3.40461 -0.13542 -0.15206
H 2.97765 -0.32287 1.50936
H 3.63026 1.22885 1.12151
*
```

As for the structure (SMILES): CNC(C)(C)S(=O)(=O)C(C)C. Its electronic energy is -23952.9159 eV.

=====

DFT (the ωB97M-V functional and the def2-TZVPD basis) results for C7H17O2PSi in the gas phase at a distorted geometry.

```
! RIJCOSX wB97M-V def2-TZVPD def2/J DEFGRID3
* xyz 0 1
C 4.38453 2.16217 0.80530
C 3.20358 2.18063 -0.24330
O 1.90821 1.73666 0.39775
P 0.41756 2.41411 -0.06013
O 0.54000 3.53285 -1.02527
C -0.69968 1.13656 -0.69168
C -0.72215 -0.09302 0.12530
Si -1.80947 -1.61099 -0.15093
C -1.62937 -2.03989 -2.00306
C -3.54817 -1.25887 0.41448
C -1.23962 -3.03723 1.11043
H 5.18360 2.74941 0.52073
H 3.98187 2.49639 1.76799
H 4.77022 1.10991 1.02744
H 3.43338 1.57671 -1.04690
H 3.02508 3.21387 -0.57825
H 0.05524 2.69359 1.26909
H -1.63330 1.30055 -1.22471
H 0.14042 -0.32379 0.77392
H -1.54418 -3.18662 -2.17916
H -2.38404 -1.58169 -2.61802
H -0.61530 -1.70158 -2.37069
H -3.72642 -1.67260 1.44823
H -3.65746 -0.15418 0.54097
H -4.34983 -1.61592 -0.25695
H -0.35532 -3.47960 1.13817
H -1.24698 -2.68548 2.15228
H -1.88240 -3.86193 0.95696
*
```

As for the structure (SMILES): CCO[P@@H](=O)/C=C/[Si](C)(C)C. Its electronic energy is -28795.4846 eV.

=====

DFT (the ωB97M-V functional and the def2-TZVPD basis) results for a molecular structure, C7H17O3Rb.

```
! RIJCOSX wB97M-V def2-TZVPD def2/J DEFGRID3
* xyz 0 1
C -1.56019 0.46355 -2.88527
C -1.36360 -0.90946 -2.24905
O 2.76748 -0.47581 -0.20164
C 3.08176 -1.65865 0.42601
C 3.02574 -1.53303 1.94615
O 1.75934 -0.97919 2.27644
C 1.54213 -0.78506 3.65187
H -0.58960 0.96525 -3.03401
H -1.99469 0.34475 -3.88816
H -0.69205 -1.52659 -2.86087
H -2.32272 -1.44189 -2.17552
H 4.10125 -2.03708 0.18186
H 2.38093 -2.48196 0.14456
H 3.81925 -0.85242 2.30791
H 3.14864 -2.51269 2.44237
H 0.53222 -0.37544 3.77503
H 1.61031 -1.74073 4.19630
H 2.27831 -0.07890 4.07204
C -2.60967 2.59071 -0.05865
O -1.81740 1.79255 -0.90826
C -2.46880 1.38896 -2.10126
H -1.99996 2.88060 0.80501
H -2.93374 3.50556 -0.57982
H -3.49153 2.02821 0.28815
H -2.71159 2.28821 -2.69236
H -3.41230 0.87928 -1.83693
Rb 0.91405 1.12204 0.15809
H -0.99354 -0.86077 -1.20001
*
```

Its electronic energy is -14330.7720 eV.

=====

DFT (the ωB97M-V functional and the def2-TZVPD basis) results for 2 unconnected molecules or ions with the total composition C7H17PS.

```
! RIJCOSX wB97M-V def2-TZVPD def2/J DEFGRID3
* xyz 0 1
C 0.97689 1.51179 -1.90491
C -2.05093 -1.02269 -0.72936
C -1.25072 -1.33225 1.62800
C -1.28701 0.95991 0.63714
C 2.86333 0.77129 2.00603
C 1.00584 -0.00833 -1.87705
C -1.09358 -0.52350 0.34466
P 0.70263 -0.83086 -0.22479
S 0.95743 -2.75015 -0.54931
H -0.04243 1.88909 -1.92736
H 1.47884 1.92392 -1.03316
H 1.48490 1.87257 -2.79652
H -1.92041 -0.47832 -1.66432
H -1.89131 -2.08359 -0.91685
H -3.08094 -0.88312 -0.39954
H -2.27650 -1.27237 1.98955
H -0.58829 -0.94571 2.40162
H -1.00700 -2.37989 1.46167
H -2.17449 1.10816 1.24887
H -0.42530 1.35277 1.17908
H -1.40956 1.53302 -0.27746
H 3.08511 1.63161 1.41283
H 2.14345 0.84957 2.79220
H 3.48954 -0.08387 1.94164
H 2.00531 -0.37063 -2.14038
H 0.30518 -0.43841 -2.60230
*
```

Its electronic energy is -27656.7366 eV.

=====

DFT (the ωB97M-V functional and the def2-TZVPD basis) results for 2 unconnected molecules or ions with the total composition C7H18 at a distorted geometry.

```
! RIJCOSX wB97M-V def2-TZVPD def2/J DEFGRID3
* xyz 0 1
C 1.20264 -2.04030 -0.87096
C 1.33570 -0.78740 0.02518
C 1.56898 -1.08226 1.52920
C 2.58634 -0.00526 -0.61599
H 0.28268 -2.40495 -0.69893
H 1.91989 -2.73250 -0.52681
H 1.28169 -1.91117 -1.89495
H 0.53200 -0.21494 -0.01698
H 2.25777 -0.30870 1.93727
H 0.66267 -1.04635 2.18472
H 1.90789 -2.08001 1.62479
H 2.32353 1.04256 -0.66391
H 3.43554 0.07328 0.11064
H 2.79748 -0.39294 -1.65852
C -2.89188 0.14067 -0.00509
C -1.84140 1.10209 -0.41672
C -1.83782 2.43498 0.26568
H -2.82198 -0.84422 -0.45832
H -3.92406 0.38736 -0.06142
H -2.70836 -0.04403 1.04373
H -0.70543 0.98451 -0.45875
H -2.09382 1.31247 -1.61111
H -0.64983 2.69946 0.17425
H -2.48940 3.18589 -0.19382
H -2.13081 2.53175 1.25683
*
```

As for the structure (SMILES): CC(C)C.CCC. Its electronic energy is -7548.3869 eV.

=====

DFT (the ωB97M-V functional and the def2-TZVPD basis) results for a molecular structure, C7H18BO2PPt at a distorted geometry.

```
! RIJCOSX wB97M-V def2-TZVPD def2/J DEFGRID3
* xyz 2 1
C -1.33321 -2.63301 2.44294
C -0.99732 -2.37669 0.96032
C -2.07142 -1.58324 0.17403
C -1.48626 -0.45950 -0.67985
C -1.45438 0.90408 -0.00724
C -0.54594 1.79942 -0.86791
P 1.09306 1.06855 -0.80602
C 1.86935 0.91100 -2.40711
B 2.39061 1.99417 0.51259
O 3.02679 3.06640 0.00692
O 2.46714 1.52601 1.76861
H -2.25453 -2.14036 2.75366
H -0.52473 -2.29564 3.09414
H -1.43916 -3.69904 2.64415
H -0.03071 -1.85139 0.89894
H -0.84335 -3.33468 0.46090
H -2.56114 -2.26776 -0.51905
H -2.81067 -1.16238 0.86059
H -1.99533 -0.38675 -1.64636
H -0.40596 -0.73675 -0.93624
H -2.43490 1.37513 0.08623
H -1.05953 0.82248 1.01230
H -0.50403 2.84447 -0.53650
H -0.85041 1.73321 -1.91894
H 2.70425 1.61980 -2.48003
H 1.19864 0.93756 -3.27042
H 2.34289 -0.16549 -2.49731
H 2.54232 3.79624 -0.40001
H 2.91773 0.71211 2.02102
Pt 3.05021 -0.01791 -0.72436
*
```

Its electronic energy is -24837.4777 eV.

=====

Repeat the second record exactly.
DFT (the ωB97M-V functional and the def2-TZVPD basis) results for a gas-phase ion, C7H17N2 (charge +1) at a distorted geometry.

```
! RIJCOSX wB97M-V def2-TZVPD def2/J DEFGRID3
* xyz 1 1
C 2.36605 0.14051 0.08636
C 0.97489 0.64384 0.37510
C 0.69426 1.98844 -0.33297
C -0.01707 -0.61024 0.04858
C 0.20601 -1.13070 -1.32559
C -0.06585 -1.80702 1.10853
C -1.65932 0.23184 0.12269
N -2.32808 0.34303 -0.94587
N -2.11792 0.45682 1.27240
H 2.81380 0.33022 -0.91795
H 2.33662 -0.99048 0.19904
H 3.00710 0.75611 0.78696
H 0.89742 0.88545 1.35950
H 0.02750 1.77169 -1.21054
H 0.33349 2.54525 0.57115
H 1.67302 2.49295 -0.57921
H 1.21928 -1.39300 -1.69260
H -0.30849 -2.12516 -1.44502
H -0.11310 -0.35627 -1.97491
H 0.11249 -1.41624 2.06521
H -1.02884 -2.31840 0.94229
H 0.69437 -2.66322 0.85510
H -1.78708 0.20851 -1.78470
H -3.16072 0.80554 -1.17435
H -1.78521 0.26308 2.18244
H -2.98462 0.94746 1.40833
*
```

As for the structure (SMILES): CC(C)C(C)(C)C(N)=[NH2+]. Its electronic energy is -10506.8764 eV.

=====

> Which value of electronic energy does entry 1 give?

-9019.5695 eV

=====

> The lowest electronic energy belongs to which entry?

C7H17O2PSi